1.
# C5H5NO

C5H5NO in the gas phase (ωB97M-V/def2-TZVPD, the OMol25 dataset).

Geometry as ORCA input:
```
! RIJCOSX wB97M-V def2-TZVPD def2/J DEFGRID3
* xyz 0 1
N 2.563 0.580 1.255
C 1.749 0.340 0.467
C 0.653 0.036 -0.462
C -0.593 0.992 -0.349
C -1.256 -0.130 0.465
O -2.019 -0.116 1.395
C -0.253 -1.179 -0.037
H 1.102 -0.037 -1.453
H -1.006 1.229 -1.347
H -0.496 1.917 0.220
H 0.091 -1.839 0.759
H -0.535 -1.793 -0.912
*
```

## Properties
molecular weight: 95.10 g/mol
SMILES string: N#CC1CC(=O)C1
E: -323.47679 a.u.
LUMO energy: 0.0169 hartree
frontier orbital gap: 0.394 hartree
ΔE to the lowest compared entry with this formula, charge and spin: 26.9 kcal/mol

Charge distribution, Löwdin scheme, values in e: N 0.15; C -0.19; C -0.26; C -0.04; C -0.38; O 0.12; C -0.04; H 0.14; H 0.13; H 0.12; H 0.12; H 0.13


2.
# C30H58BBrNO9

7 unconnected molecules or ions with the total composition C30H58BBrNO9 (ωB97M-V/def2-TZVPD, the OMol25 dataset).

Geometry as ORCA input:
```
! RIJCOSX wB97M-V def2-TZVPD def2/J DEFGRID3
* xyz -1 1
C 3.412 0.595 0.321
C 2.702 -0.480 -0.493
Br 3.991 -2.040 -0.519
C 1.375 -0.945 0.070
B 0.060 -0.179 -0.586
O -0.970 0.228 0.457
C -1.129 1.611 0.474
C 0.230 2.071 -0.130
N 0.216 3.432 -0.753
C 0.919 3.489 -1.751
O 1.595 3.712 -2.678
O 0.432 1.159 -1.168
H 4.401 0.775 -0.109
H 2.864 1.535 0.325
H 3.583 0.216 1.329
H 2.629 -0.165 -1.530
H 1.363 -0.906 1.166
H 1.274 -1.999 -0.195
H -0.558 -0.853 -1.384
H -1.091 1.987 1.504
H -1.925 2.033 -0.153
H 0.937 1.987 0.704
C 0.504 5.672 2.653
C -0.908 6.104 3.040
C -1.642 4.769 3.046
O -0.686 3.783 3.428
C 0.631 4.341 3.379
H 1.278 6.384 2.941
H 0.564 5.516 1.574
H -0.909 6.542 4.042
H -1.350 6.825 2.352
H -2.014 4.522 2.046
H -2.481 4.746 3.745
H 0.987 4.480 4.406
H 1.300 3.645 2.877
C 0.275 -4.906 -3.825
C -1.060 -4.689 -3.119
C -0.683 -3.668 -2.053
O 0.377 -2.886 -2.606
C 0.868 -3.501 -3.788
H 0.183 -5.302 -4.837
H 0.897 -5.593 -3.245
H -1.785 -4.259 -3.817
H -1.491 -5.597 -2.696
H -0.321 -4.157 -1.150
H -1.507 -3.009 -1.779
H 0.540 -2.911 -4.654
H 1.960 -3.502 -3.765
C -1.703 -7.558 1.474
C -0.677 -6.800 2.312
C -0.247 -5.696 1.355
O -1.384 -5.412 0.538
C -2.379 -6.422 0.718
H -2.405 -8.148 2.062
H -1.194 -8.228 0.776
H -1.159 -6.369 3.192
H 0.158 -7.415 2.649
H 0.573 -6.027 0.708
H 0.064 -4.784 1.864
H -3.205 -5.998 1.293
H -2.763 -6.727 -0.256
C -6.924 -5.410 -1.169
C -7.251 -6.901 -1.205
C -6.011 -7.502 -0.558
O -5.534 -6.534 0.376
C -6.199 -5.285 0.163
H -7.799 -4.766 -1.234
H -6.251 -5.155 -1.990
H -8.133 -7.107 -0.594
H -7.433 -7.287 -2.207
H -5.226 -7.684 -1.301
H -6.214 -8.437 -0.033
H -6.904 -5.123 0.985
H -5.463 -4.481 0.174
C 5.027 2.964 6.131
C 5.791 3.760 5.077
C 4.937 3.526 3.837
O 3.593 3.371 4.298
C 3.583 3.212 5.715
H 5.231 3.278 7.154
H 5.267 1.902 6.044
H 5.794 4.821 5.339
H 6.823 3.439 4.944
H 5.233 2.610 3.317
H 4.979 4.354 3.128
H 3.192 4.131 6.167
H 2.916 2.389 5.977
C 1.250 6.458 -6.192
C 1.082 6.482 -4.676
C 2.089 7.548 -4.273
O 2.155 8.479 -5.362
C 1.490 7.930 -6.501
H 0.390 6.050 -6.722
H 2.128 5.868 -6.461
H 0.070 6.803 -4.417
H 1.267 5.523 -4.197
H 3.084 7.117 -4.126
H 1.805 8.080 -3.364
H 0.543 8.464 -6.642
H 2.109 8.085 -7.386
*
```

## Properties
molecular weight: 667.51 g/mol
E: -4508.67446 a.u.
LUMO energy: 0.0854 hartree
frontier orbital gap: 0.246 hartree

Results of the Löwdin charge analysis, in e, for atoms 1 through 99: C -0.17; C -0.69; Br 0.53; C -0.17; B -0.63; O -0.07; C -0.19; C -0.36; N 0.18; C -0.32; O 0.14; O -0.04; H 0.05; H 0.06; H 0.07; H 0.09; H 0.10; H 0.05; H 0.10; H 0.11; H 0.12; H 0.13; C -0.17; C -0.17; C -0.21; O -0.15; C -0.20; H 0.11; H 0.11; H 0.11; H 0.11; H 0.12; H 0.11; H 0.11; H 0.11; C -0.18; C -0.17; C -0.20; O -0.15; C -0.21; H 0.10; H 0.11; H 0.11; H 0.10; H 0.10; H 0.12; H 0.12; H 0.11; C -0.17; C -0.17; C -0.20; O -0.15; C -0.20; H 0.11; H 0.11; H 0.11; H 0.11; H 0.12; H 0.12; H 0.11; H 0.11; C -0.17; C -0.17; C -0.21; O -0.16; C -0.20; H 0.11; H 0.12; H 0.11; H 0.11; H 0.12; H 0.11; H 0.12; H 0.12; C -0.17; C -0.17; C -0.20; O -0.15; C -0.21; H 0.11; H 0.11; H 0.11; H 0.11; H 0.12; H 0.12; H 0.11; H 0.12; C -0.17; C -0.16; C -0.20; O -0.15; C -0.22; H 0.11; H 0.11; H 0.12; H 0.09; H 0.12; H 0.11; H 0.11


3.
# C3H7O3

2 unconnected molecules or ions with the total composition C3H7O3 (ωB97M-V/def2-TZVPD, the OMol25 dataset).

Geometry as ORCA input:
```
! RIJCOSX wB97M-V def2-TZVPD def2/J DEFGRID3
* xyz -1 1
C -1.218 0.138 -2.093
C -1.027 -1.066 -1.219
O -0.201 -0.869 -0.359
O -1.883 -2.061 -1.161
H -0.482 0.827 -1.625
H -2.216 0.604 -2.003
H -1.044 0.056 -3.077
C 1.684 0.369 1.916
O 0.642 1.268 1.852
H -0.134 0.760 1.480
H 1.552 -0.260 2.872
H 1.760 -0.612 1.153
H 2.567 0.845 2.264
*
```

## Properties
molecular weight: 91.09 g/mol
E: -344.22194 a.u.
LUMO energy: 0.1451 hartree
frontier orbital gap: 0.281 hartree
ΔE to the lowest compared entry with this formula, charge and spin: 55.4 kcal/mol

Charge distribution, Löwdin scheme, values in e: C -0.05; C -0.78; O -0.08; O -0.17; H 0.08; H 0.07; H 0.00; C -0.26; O -0.14; H 0.10; H 0.06; H 0.13; H 0.04


4.
# C36H72O24

12 unconnected molecules or ions with the total composition C36H72O24 (ωB97M-V/def2-TZVPD, the OMol25 dataset).

Geometry as ORCA input:
```
! RIJCOSX wB97M-V def2-TZVPD def2/J DEFGRID3
* xyz 0 1
C 1.378 1.352 -7.362
O 1.840 1.962 -6.116
C 0.972 2.754 -5.438
O -0.215 2.965 -5.782
O 1.519 3.115 -4.271
C 0.793 3.801 -3.261
H 1.881 0.385 -7.372
H 1.785 1.804 -8.266
H 0.302 1.235 -7.497
H 1.347 3.730 -2.325
H -0.195 3.363 -3.119
H 0.598 4.768 -3.726
C -5.555 3.694 3.950
O -6.905 3.920 4.362
C -7.261 3.592 5.578
O -6.449 3.282 6.463
O -8.679 3.588 5.688
C -9.396 2.930 6.738
H -5.248 2.669 4.158
H -4.778 4.440 4.118
H -5.709 3.578 2.877
H -8.878 3.013 7.693
H -9.331 1.850 6.608
H -10.458 3.157 6.827
C 2.882 0.615 0.582
O 1.723 0.195 -0.123
C 0.501 0.710 0.202
O 0.348 1.611 1.050
O -0.410 0.218 -0.611
C -1.808 0.524 -0.404
H 2.938 1.704 0.605
H 3.831 0.298 0.151
H 2.873 0.262 1.613
H -2.039 1.514 -0.796
H -2.279 0.442 0.576
H -2.419 -0.141 -1.015
C 0.287 -3.428 -4.670
O 0.232 -3.197 -6.037
C 0.089 -4.217 -6.813
O 0.399 -5.396 -6.556
O -0.590 -3.787 -7.944
C -1.189 -4.721 -8.786
H 0.210 -2.517 -4.075
H 1.280 -3.829 -4.468
H -0.397 -4.170 -4.259
H -0.458 -5.289 -9.361
H -1.808 -4.222 -9.531
H -1.930 -5.222 -8.163
C 6.885 -5.422 -2.841
O 5.959 -4.651 -2.174
C 5.274 -4.963 -1.095
O 5.247 -6.043 -0.467
O 4.200 -4.091 -1.062
C 3.217 -4.245 0.031
H 6.452 -6.380 -3.129
H 7.784 -5.571 -2.244
H 7.143 -4.883 -3.752
H 3.715 -3.949 0.954
H 2.985 -5.282 0.273
H 2.261 -3.723 -0.001
C -9.278 0.533 2.204
O -8.217 0.381 3.156
C -7.106 -0.241 2.769
O -6.793 -0.437 1.606
O -6.350 -0.402 3.850
C -5.170 -1.174 3.741
H -10.228 0.838 2.643
H -9.338 -0.393 1.631
H -8.907 1.163 1.395
H -5.145 -2.113 3.188
H -4.984 -1.411 4.788
H -4.360 -0.507 3.444
C 6.901 -4.340 3.830
C 6.199 -3.215 4.597
C 6.374 -3.163 6.136
O 5.550 -2.307 4.102
H 6.313 -5.228 3.597
H 7.882 -4.554 4.253
H 7.009 -3.820 2.879
H 6.181 -2.237 6.677
H 7.416 -3.437 6.302
H 5.733 -3.931 6.569
C 3.433 3.026 5.157
C 4.396 3.014 6.412
C 5.689 2.193 6.362
O 4.096 3.622 7.460
H 2.525 3.581 5.393
H 2.935 2.063 5.045
H 3.914 3.347 4.234
H 5.820 1.726 5.386
H 5.621 1.472 7.177
H 6.589 2.798 6.470
C 7.795 2.363 1.885
C 8.555 3.030 0.766
C 9.338 4.340 1.008
O 8.505 2.496 -0.247
H 8.229 2.442 2.882
H 7.701 1.312 1.612
H 6.805 2.818 1.916
H 9.889 4.602 0.105
H 10.098 4.043 1.731
H 8.679 5.110 1.408
C -7.353 3.657 -6.446
C -6.505 3.341 -5.263
C -5.278 4.156 -5.118
O -6.800 2.517 -4.393
H -6.784 3.550 -7.369
H -7.595 4.705 -6.264
H -8.225 3.014 -6.327
H -5.632 5.141 -4.815
H -4.744 4.362 -6.046
H -4.526 3.825 -4.401
C -4.048 0.008 -7.277
C -5.091 -0.917 -6.570
C -4.700 -1.525 -5.202
O -6.222 -1.020 -7.056
H -3.085 0.034 -6.768
H -4.458 1.003 -7.451
H -3.794 -0.527 -8.192
H -4.932 -2.586 -5.290
H -5.097 -0.989 -4.340
H -3.626 -1.516 -5.020
C 1.609 -2.055 7.011
C 0.573 -1.664 5.954
C 0.972 -1.932 4.539
O -0.507 -1.112 6.251
H 1.395 -3.119 7.112
H 1.583 -1.519 7.960
H 2.612 -2.053 6.586
H 0.159 -1.891 3.814
H 1.436 -2.904 4.371
H 1.621 -1.090 4.298
*
```

## Properties
molecular weight: 888.95 g/mol
SMILES string: COC(=O)OC.COC(=O)OC.COC(=O)OC.COC(=O)OC.COC(=O)OC.COC(=O)OC.CC(C)=O.CC(C)=O.CC(C)=O.CC(C)=O.CC(C)=O.CC(C)=O
E: -3220.46202 a.u.
LUMO energy: 0.0041 hartree
frontier orbital gap: 0.354 hartree
ΔE to the lowest compared entry with this formula, charge and spin: 116.6 kcal/mol

Results of the Löwdin charge analysis, in e, for atoms 1 through 99: C -0.02; O -0.01; C -0.53; O 0.06; O -0.02; C -0.03; H 0.09; H 0.09; H 0.09; H 0.10; H 0.09; H 0.10; C -0.03; O 0.01; C -0.51; O 0.09; O -0.04; C -0.06; H 0.09; H 0.10; H 0.09; H 0.09; H 0.09; H 0.09; C -0.05; O -0.02; C -0.56; O 0.08; O 0.01; C -0.02; H 0.09; H 0.10; H 0.09; H 0.09; H 0.10; H 0.09; C -0.06; O 0.02; C -0.55; O 0.10; O -0.03; C -0.08; H 0.10; H 0.10; H 0.10; H 0.10; H 0.09; H 0.10; C -0.06; O 0.00; C -0.52; O 0.08; O -0.03; C -0.03; H 0.10; H 0.10; H 0.10; H 0.08; H 0.08; H 0.09; C -0.03; O -0.01; C -0.61; O 0.11; O 0.00; C -0.05; H 0.10; H 0.09; H 0.09; H 0.10; H 0.10; H 0.09; C -0.01; C -0.46; C -0.03; O 0.03; H 0.09; H 0.08; H 0.08; H 0.07; H 0.07; H 0.08; C -0.02; C -0.41; C -0.03; O 0.02; H 0.07; H 0.07; H 0.07; H 0.06; H 0.08; H 0.08; C -0.03; C -0.55; C -0.01; O 0.12; H 0.07; H 0.08; H 0.08